(1)
A 7-piece molecular cluster, C42H35N7O14 overall in a non-equilibrium geometry. Source: the Open Molecules 2025 dataset; level of theory: ωB97M-V with the def2-TZVPD basis set.

The geometry in ORCA input format:
```
! wB97M-V def2-TZVPD RIJCOSX def2/J DEFGRID3
* xyz 0 1
O 5.318 -0.887 3.032
N 5.408 0.280 2.707
O 6.317 0.736 2.067
C 4.308 1.180 3.038
C 4.638 2.521 3.153
C 3.612 3.458 3.435
C 2.337 2.956 3.552
C 1.996 1.613 3.466
C 2.973 0.666 3.165
H 5.714 2.676 3.076
H 3.758 4.544 3.533
H 1.475 3.554 3.879
H 0.974 1.320 3.496
H 2.877 -0.375 2.959
O 1.102 -4.716 -1.057
N 0.664 -4.673 -2.182
O -0.507 -4.513 -2.479
C 1.679 -4.675 -3.220
C 3.000 -4.998 -2.946
C 3.995 -4.966 -3.902
C 3.665 -4.618 -5.210
C 2.296 -4.366 -5.473
C 1.301 -4.343 -4.518
H 3.221 -5.223 -1.947
H 5.066 -5.090 -3.707
H 4.463 -4.615 -5.963
H 2.032 -4.045 -6.507
H 0.247 -4.071 -4.626
O -3.557 1.926 -1.892
N -2.732 1.312 -2.532
O -2.221 0.236 -2.163
C -2.195 1.937 -3.761
C -2.747 3.133 -4.179
C -2.090 3.773 -5.218
C -1.004 3.157 -5.851
C -0.578 1.850 -5.575
C -1.114 1.301 -4.458
H -3.557 3.538 -3.606
H -2.344 4.769 -5.515
H -0.601 3.695 -6.687
H 0.248 1.331 -6.079
H -0.703 0.352 -4.104
O -7.373 -1.411 6.172
N -6.301 -0.970 6.620
O -6.286 -0.303 7.636
C -5.058 -1.163 5.903
C -3.918 -0.460 6.274
C -2.809 -0.676 5.490
C -2.811 -1.608 4.483
C -3.911 -2.345 4.189
C -5.042 -2.108 4.896
H -3.989 0.197 7.135
H -1.945 -0.078 5.666
H -1.890 -1.759 3.987
H -3.968 -2.946 3.321
H -5.982 -2.656 4.644
O -7.072 1.473 3.528
N -6.729 0.484 2.937
O -7.355 -0.501 2.798
C -5.353 0.520 2.334
C -4.467 1.397 2.948
C -3.227 1.567 2.329
C -2.799 0.725 1.311
C -3.687 -0.235 0.813
C -4.939 -0.363 1.360
H -4.767 2.069 3.711
H -2.487 2.304 2.665
H -1.875 0.795 0.772
H -3.342 -0.987 0.101
H -5.569 -1.218 1.137
O -0.844 -1.758 0.351
N 0.317 -1.643 0.775
O 0.738 -1.714 1.920
C 1.373 -1.496 -0.297
C 0.914 -1.233 -1.595
C 1.741 -1.270 -2.676
C 3.094 -1.365 -2.456
C 3.601 -1.507 -1.147
C 2.728 -1.570 -0.041
H -0.154 -1.116 -1.656
H 1.408 -1.193 -3.675
H 3.771 -1.374 -3.284
H 4.615 -1.641 -0.864
H 3.089 -1.735 0.964
O 0.914 1.602 0.478
N 0.863 2.150 -0.629
O -0.187 2.463 -1.141
C 2.164 2.475 -1.233
C 2.140 3.072 -2.427
C 3.319 3.613 -2.939
C 4.522 3.495 -2.196
C 4.465 2.779 -0.937
C 3.301 2.203 -0.449
H 1.193 3.138 -2.896
H 3.203 4.112 -3.953
H 5.459 3.893 -2.616
H 5.230 2.643 -0.211
H 3.242 1.594 0.468
*
```

The value obtained for the relative energy (zero: lowest compared OMol25 entry of this formula, charge and spin) is 180.51 kJ/mol. The LUMO energy is -0.034 Ha. The frontier orbital gap comes out at 0.3074 Ha. The total energy is -3057.419676 a.u.

Mulliken charges, unit e, in atom order: O -0.613; N 1.077; O -0.620; C 0.049; C -0.288; C -0.807; C -0.272; C -0.767; C -0.152; H 0.470; H 0.388; H 0.371; H 0.590; H 0.556; O -0.609; N 1.140; O -0.640; C 0.236; C -0.360; C -0.494; C -0.476; C -0.414; C -0.439; H 0.487; H 0.360; H 0.410; H 0.304; H 0.505; O -0.623; N 1.055; O -0.507; C -0.080; C -0.441; C -0.512; C -0.365; C -0.673; C 0.082; H 0.509; H 0.417; H 0.413; H 0.389; H 0.315; O -0.583; N 0.992; O -0.618; C 0.051; C -0.645; C -0.413; C -0.389; C -0.582; C -0.100; H 0.486; H 0.449; H 0.552; H 0.484; H 0.302; O -0.640; N 1.130; O -0.605; C -0.172; C -0.440; C -0.742; C -0.107; C -0.134; C -0.666; H 0.579; H 0.411; H 0.549; H 0.415; H 0.442; O -0.631; N 1.318; O -0.691; C -0.458; C 0.263; C -0.589; C -0.965; C -0.965; C -0.505; H 0.553; H 0.704; H 0.562; H 0.630; H 0.757; O -0.315; N 1.006; O -0.649; C 0.271; C -0.820; C -0.387; C -0.892; C -0.704; C 0.255; H 0.673; H 0.325; H 0.385; H 0.524; H 0.365

(2)
C42H36Br2N4O7PdSSi as an isolated structure in a non-equilibrium geometry. Source: the Open Molecules 2025 dataset; level of theory: ωB97M-V with the def2-TZVPD basis set.

The geometry in ORCA input format:
```
! wB97M-V def2-TZVPD RIJCOSX def2/J DEFGRID3
* xyz -2 3
Pd -0.379 -1.475 -0.113
Br -4.347 -5.037 0.427
C -3.270 -4.245 1.777
C -3.551 -4.529 3.112
C -2.837 -3.924 4.109
Br -3.286 -4.336 5.924
C -1.795 -3.013 3.816
C -1.027 -2.322 4.775
C -0.035 -1.479 4.364
C 0.226 -1.326 2.992
N -0.478 -1.949 2.081
C -1.492 -2.765 2.453
C -2.253 -3.360 1.359
O -2.020 -3.072 0.155
H -4.349 -5.216 3.355
H -1.224 -2.473 5.828
H 0.572 -0.941 5.083
H 1.049 -0.726 2.622
C 0.348 4.218 1.451
C -0.961 4.329 0.997
C -1.634 3.205 0.527
C -1.023 1.947 0.501
C 0.306 1.862 0.939
C 0.981 2.982 1.416
Si -1.923 0.338 0.013
C -3.014 0.023 1.553
C -4.102 -0.856 1.476
C -4.852 -1.183 2.600
C -4.531 -0.636 3.838
C -3.461 0.244 3.938
C -2.714 0.568 2.808
C -3.296 0.821 -1.235
C -3.307 0.401 -2.569
C -4.287 0.823 -3.463
C -5.294 1.681 -3.038
C -5.331 2.080 -1.707
C -4.352 1.644 -0.821
H 0.882 5.093 1.807
H -1.459 5.293 1.008
H -2.653 3.317 0.168
H 0.827 0.907 0.882
H 2.011 2.897 1.749
H -4.347 -1.313 0.519
H -5.675 -1.887 2.514
H -5.104 -0.904 4.720
H -3.203 0.675 4.901
H -1.873 1.251 2.902
H -2.544 -0.283 -2.915
H -4.261 0.481 -4.494
H -6.052 2.026 -3.733
H -6.129 2.729 -1.358
H -4.421 1.935 0.224
C 7.636 2.621 2.168
C 6.593 2.584 1.077
C 6.875 3.060 -0.201
C 5.921 2.998 -1.208
C 4.671 2.470 -0.924
C 4.364 2.000 0.348
C 5.331 2.055 1.336
S 3.437 2.443 -2.197
O 4.149 2.436 -3.454
O 2.506 3.509 -1.955
N 2.711 1.036 -1.883
C 3.458 -0.181 -2.290
C 3.110 -1.444 -1.490
C 3.035 -1.195 0.023
O 4.115 -1.136 0.640
O 1.874 -1.040 0.540
H 8.578 3.030 1.801
H 7.826 1.616 2.554
H 7.300 3.235 3.008
H 7.856 3.473 -0.415
H 6.132 3.346 -2.212
H 3.392 1.558 0.541
H 5.106 1.652 2.319
H 1.698 1.022 -2.069
H 4.517 0.029 -2.138
H 3.310 -0.358 -3.356
H 3.903 -2.165 -1.683
H 2.159 -1.855 -1.811
C -0.755 -4.020 -5.091
N -0.441 -2.778 -4.415
C -0.250 -1.616 -5.098
C 0.013 -0.459 -4.475
C 0.037 -0.442 -3.017
O 0.236 0.619 -2.402
N -0.141 -1.630 -2.362
C -0.320 -2.819 -3.004
O -0.384 -3.914 -2.464
H -0.534 -3.916 -6.153
H -1.807 -4.282 -4.966
H -0.163 -4.824 -4.666
H -0.302 -1.693 -6.177
H 0.193 0.456 -5.020
*
```

The value obtained for the relative energy (zero: lowest compared OMol25 entry of this formula, charge and spin) is 39.30 kJ/mol. The LUMO energy (alpha / beta) is 0.140 / 0.140 Ha. The frontier orbital gap (alpha / beta) comes out at 0.1881 / 0.2324 Ha. As for the expectation value of S²: 2.0062. The total energy is -8331.578016 a.u.

Mulliken charges, unit e, in atom order: Pd -0.907; Br -0.230; C -0.085; C -0.389; C 0.403; Br -0.310; C 0.869; C -0.966; C -1.198; C -0.562; N 0.059; C -0.099; C 0.438; O -0.402; H 0.402; H 0.290; H 0.417; H 0.627; C -0.771; C -0.805; C -0.249; C -0.280; C 0.661; C -0.656; Si 2.770; C 0.250; C -0.256; C -0.736; C -0.510; C -0.781; C -0.162; C 0.585; C -0.427; C -0.608; C -0.471; C -0.811; C -0.217; H 0.326; H 0.353; H 0.247; H 0.084; H 0.413; H 0.343; H 0.375; H 0.362; H 0.373; H 0.336; H 0.185; H 0.419; H 0.338; H 0.378; H 0.365; C -1.410; C 1.146; C -0.798; C -0.683; C -0.429; C -0.111; C -1.142; S 1.542; O -0.826; O -0.713; N 0.813; C -1.155; C 0.271; C -0.127; O -0.800; O -0.182; H 0.351; H 0.318; H 0.310; H 0.278; H 0.476; H 0.785; H 0.387; H -0.220; H 0.585; H 0.292; H 0.528; H -0.556; C -1.071; N 0.286; C 0.122; C -1.266; C 0.231; O -0.905; N 1.311; C -0.449; O -0.721; H 0.345; H 0.296; H 0.323; H 0.342; H 0.446